Density functional theory data (wB97M-V/def2-TZVPD) for a 2-piece molecular cluster, C2H6NO2 overall at a distorted geometry.

```
11
C2H6NO2 | OMol25 | wB97M-V/def2-TZVPD
C -0.2419 -1.7668 0.4558
O 0.7340 -1.5553 -0.4929
H 0.1131 -1.8510 1.5033
H -0.8808 -0.9566 0.7173
H -0.8633 -2.5796 -0.0762
C -0.2590 1.6761 -0.1167
N 0.8525 1.5453 -0.7838
O -1.0261 0.9057 0.4908
H -0.6982 2.7313 0.0885
H 0.9718 -0.5824 -0.6756
H 1.2978 2.4332 -1.1103
```

Computed properties:
**HOMO energy**: -3.6 eV
**Total energy**: -7755.9935 eV
**Orbital gap**: 8.12 eV
**Relative energy (zero: lowest compared OMol25 entry of this formula, charge and spin)**: 52.4 kcal per mole
**LUMO energy**: 4.527 eV
**Strongest force on any atom**: 3.52 eV/A
**Net charge**: -1